{"formula": "C18H41N2O14S3", "method": "ωB97M-V with the def2-TZVPD basis set", "symbols": ["S", "S", "S", "O", "O", "O", "O", "O", "O", "O", "O", "O", "O", "O", "O", "O", "O", "N", "N", "C", "C", "C", "C", "C", "C", "C", "C", "C", "C", "C", "C", "C", "C", "C", "C", "C", "C", "H", "H", "H", "H", "H", "H", "H", "H", "H", "H", "H", "H", "H", "H", "H", "H", "H", "H", "H", "H", "H", "H", "H", "H", "H", "H", "H", "H", "H", "H", "H", "H", "H", "H", "H", "H", "H", "H", "H", "H", "H"], "coordinates": [[-3.50926, 0.81367, 3.35201], [5.36278, 2.91820, -1.03421], [-0.53396, 4.37363, 1.36373], [4.78357, 4.21583, -0.90503], [-4.61858, 1.42988, 2.69354], [4.20423, 1.82119, -0.93680], [0.77233, -4.67417, 0.56089], [-2.36165, 0.41062, 2.58885], [-4.02640, -0.43706, 4.18656], [-1.22969, -4.61070, 1.62620], [6.43132, 2.51458, -0.17608], [-0.76237, 5.82408, 1.95364], [-1.58138, -5.73708, -3.07184], [-0.71461, -6.94212, -1.35844], [0.17310, 3.58882, 2.33177], [-0.04448, 4.47463, 0.02420], [0.28339, -4.50844, -3.41909], [-0.35514, -2.88782, -1.29874], [2.22265, -0.62184, -3.60904], [-0.70161, -2.84354, 0.17241], [-0.10529, -1.47021, -1.76588], [-3.91141, -2.30520, 2.59450], [-0.41786, -4.13842, 0.86984], [2.80608, 2.52519, 0.96329], [-1.44044, -3.59072, -2.04667], [1.24095, 7.12019, 1.32753], [-2.22035, 3.87371, 1.32405], [0.39715, 6.54161, 2.44528], [-0.55314, -7.92717, -3.53154], [5.80154, 2.63982, -2.71490], [-0.81401, -4.63232, -2.93271], [-4.78889, -1.45659, 3.49110], [0.81091, -0.23440, -3.75863], [3.73542, 1.48058, 0.38409], [-0.16249, -1.28235, -3.26796], [-0.92685, -6.88224, -2.55229], [-2.98274, 1.80055, 4.70844], [4.91839, 2.77188, -3.33345], [6.20408, 1.63586, -2.81206], [-0.77834, -0.81695, -1.23763], [-0.10903, -2.06612, 0.62817], [-2.25229, 2.88848, 0.86472], [2.66789, 0.02088, -2.97745], [0.58545, -0.05544, -4.79805], [6.55563, 3.37939, -2.97218], [4.58931, 1.29384, 1.03710], [-3.50946, -1.70792, 1.77583], [-5.24941, -2.05690, 4.27110], [0.62982, 0.70348, -3.25161], [-0.80978, -8.88123, -3.10670], [2.01909, 7.75865, 1.74414], [3.34046, 3.45163, 1.16726], [-4.49071, -3.12518, 2.16773], [-2.06183, -4.12008, -1.34327], [0.51712, -7.91319, -3.64425], [0.98248, 5.88701, 3.09224], [-3.85262, 2.07108, 5.29964], [-1.73873, -2.59291, 0.27493], [-1.15432, -0.93604, -3.52626], [-2.79327, 4.58300, 0.73390], [0.89118, -1.22321, -1.42844], [-2.07497, -2.89849, -2.57392], [-2.59142, 3.82771, 2.34170], [-2.26900, 1.23173, 5.29729], [1.06475, -5.16835, 1.33308], [0.62505, 7.70883, 0.64879], [-5.58801, -0.98573, 2.91787], [2.37093, 2.17267, 1.89680], [-0.00621, -2.19711, -3.82391], [-1.04938, -7.81582, -4.47865], [2.00278, 2.76117, 0.26716], [3.20827, 0.53359, 0.26200], [2.28463, -1.53462, -3.18167], [-0.00856, 7.33725, 3.06534], [0.51902, -3.41179, -1.36554], [1.72079, 6.33672, 0.74240], [-3.06707, -2.71953, 3.14380], [-2.50552, 2.68740, 4.29999]], "forces_ev_per_a": [[0.06, -0.29, 0.54], [-0.11, -0.16, -0.20], [-0.50, 0.35, 0.16], [0.05, 0.13, 0.06], [0.03, 0.03, -0.27], [-0.02, -0.08, -0.24], [0.03, 0.91, 0.00], [0.00, 0.11, -0.27], [-0.02, 0.06, 0.02], [1.00, 0.38, -0.34], [0.07, 0.06, 0.13], [-0.07, -0.09, -0.03], [0.22, 0.25, -0.08], [-0.43, 0.60, -2.13], [0.14, -0.12, -0.03], [0.18, -0.23, -0.10], [-0.80, -0.21, 0.68], [-0.57, 0.81, 0.81], [-0.62, 0.05, 0.17], [0.45, 0.01, -0.67], [0.72, -0.18, -0.47], [0.15, 0.00, -0.10], [-1.42, -0.94, 0.68], [0.15, 0.13, -0.13], [0.26, -0.58, 0.33], [-0.08, -0.20, -0.16], [-0.01, -0.01, -0.04], [0.48, 0.33, 0.12], [-0.58, 0.04, 0.03], [-0.03, -0.08, -0.02], [0.81, 0.03, -0.79], [-0.08, -0.10, -0.34], [0.53, -0.04, 0.01], [-0.19, -0.06, 0.53], [-0.59, 0.22, -0.01], [0.58, -0.88, 2.29], [-0.05, -0.06, 0.08], [-0.02, 0.04, 0.00], [0.01, -0.01, 0.01], [-0.49, 0.10, 0.15], [0.28, 0.29, 0.17], [0.03, -0.03, 0.04], [0.42, 0.18, 0.12], [-0.04, 0.04, -0.45], [0.01, 0.03, 0.05], [0.08, 0.05, -0.10], [-0.05, 0.03, -0.02], [0.11, 0.11, 0.15], [-0.08, 0.35, 0.22], [-0.08, -0.44, 0.22], [-0.03, 0.02, 0.06], [0.00, 0.00, 0.03], [-0.04, 0.00, 0.09], [-0.20, -0.14, 0.35], [0.49, 0.14, -0.17], [-0.09, -0.12, -0.05], [-0.03, -0.01, 0.00], [-0.48, 0.12, 0.05], [-0.38, 0.03, -0.20], [0.04, 0.04, -0.01], [0.35, -0.04, 0.30], [-0.03, 0.35, -0.30], [-0.06, 0.03, 0.02], [0.02, -0.02, -0.02], [0.14, -0.74, 0.05], [0.00, 0.07, 0.04], [0.02, 0.15, 0.06], [-0.02, -0.06, -0.01], [0.25, -0.33, 0.03], [-0.05, 0.18, -0.37], [-0.06, -0.03, 0.02], [0.06, -0.02, -0.18], [0.25, -0.23, -0.14], [-0.19, -0.06, -0.03], [0.05, -0.15, -0.41], [0.02, 0.00, 0.02], [-0.05, -0.06, 0.06], [0.04, -0.01, -0.05]], "homo_ev": -12.428, "homo_lumo_gap_ev": 9.51, "total_charge": 1}